*A*
The following is a quantum chemistry calculation of C6H12 in the gas phase, from the OMol25 dataset.

Gap between HOMO and LUMO = 9.475 eV
Structure (SMILES) = C=C(CC)CC
Net charge = 0
HOMO energy = -8.38 eV

Geometry as XYZ:
```
18
Properties=species:S:1:pos:R:3:mulliken_charge:R:1
C -0.7419 -1.3898 1.2926 -1.1869
C -1.0718 -0.0269 0.7203 -0.3327
C 0.2350 0.6531 0.3530 0.1996
C 0.7725 1.5632 1.2099 -0.8995
C 0.9973 0.0701 -0.8034 -0.3935
C 0.2064 0.1481 -2.1073 -1.2664
H -1.6429 -1.9127 1.6390 0.3529
H -0.0667 -1.4918 2.1445 0.3358
H -0.3499 -2.1111 0.5710 0.3242
H -1.6186 -0.1226 -0.2248 0.1998
H -1.7115 0.4957 1.4293 0.4125
H 0.0509 2.3425 1.4349 0.2837
H 1.8453 1.5588 1.3122 0.3070
H 1.2154 -0.9736 -0.5527 0.2659
H 1.9532 0.5557 -0.9848 0.3801
H -0.4618 1.0162 -2.1789 0.3436
H -0.4494 -0.7059 -2.2811 0.3046
H 0.8384 0.3308 -2.9737 0.3694
```

*B*
The following is a quantum chemistry calculation of 2 unconnected molecules or ions with the total composition C6H12, from the OMol25 dataset.

Gap between HOMO and LUMO = 10.571 eV
Structure (SMILES) = C=CCC.C=C
Net charge = 0
HOMO energy = -9.35 eV

Geometry as XYZ:
```
18
Properties=species:S:1:pos:R:3:mulliken_charge:R:1
C 2.0361 0.9101 -0.3475 -0.6525
C 1.9939 -0.2334 0.3260 -0.4851
C -0.5252 -1.0677 -0.5343 -0.2919
C -0.9388 -1.8520 0.4545 -0.7395
C -0.8914 0.3774 -0.7119 -0.0580
C -1.3562 1.1217 0.5358 -1.2789
H 2.3494 0.9558 -1.3882 0.2905
H -0.0259 0.9057 -1.1262 0.1699
H 1.7285 1.8484 0.1075 0.3349
H 1.6325 -0.2849 1.3493 0.2561
H 2.2987 -1.1737 -0.1214 0.2626
H 0.0512 -1.5029 -1.3535 0.3819
H -1.4833 -1.4543 1.3073 0.1989
H -0.7747 -2.9224 0.4203 0.2715
H -1.6760 0.3991 -1.4792 0.3380
H -2.2529 0.6770 0.9813 0.4032
H -1.5951 2.1586 0.2775 0.3469
H -0.5711 1.1376 1.3028 0.2513
```

*C*
The following is a quantum chemistry calculation of 2 unconnected molecules or ions with the total composition C6H12, from the OMol25 dataset.

Gap between HOMO and LUMO = 10.451 eV
Structure (SMILES) = CC1(C)C=CC1.[H][H]
Net charge = 0
HOMO energy = -9.38 eV

Geometry as XYZ:
```
18
Properties=species:S:1:pos:R:3:mulliken_charge:R:1
C 1.4884 -1.2696 -0.4703 -1.6529
C 0.2321 -0.4650 -0.1431 1.9985
C -0.9771 -1.3743 0.0505 -1.5751
C 0.4840 0.5936 0.9206 -0.9204
C 0.3670 1.6203 0.0768 -0.4723
C 0.0152 0.7530 -1.1125 -1.0673
H 1.3596 -1.8606 -1.3851 0.3845
H 2.3436 -0.5982 -0.6081 0.3879
H 1.7330 -1.9613 0.3451 0.3778
H -1.1626 -1.9498 -0.8649 0.3705
H -1.8808 -0.7999 0.2843 0.3672
H -0.8140 -2.0920 0.8649 0.3734
H 0.7108 0.5075 1.9813 0.3876
H -2.3079 2.3215 1.9027 0.2188
H 0.4800 2.6960 0.1891 0.4498
H -1.7540 2.2240 1.4145 -0.2210
H 0.6972 0.7871 -1.9705 0.3084
H -1.0146 0.8677 -1.4755 0.2846
```

Least stable: *C*

*A*
The following is a quantum chemistry calculation of 2 unconnected molecules or ions with the total composition C6H12, from the OMol25 dataset.

Gap between HOMO and LUMO = 10.456 eV
Structure (SMILES) = CC1(C)C=CC1.[H][H]
Net charge = 0
HOMO energy = -9.39 eV

Geometry as XYZ:
```
18
Properties=species:S:1:pos:R:3:mulliken_charge:R:1
C 0.8746 1.5215 0.9953 -1.6559
C 0.3054 0.2496 0.3750 2.0071
C 0.5071 -0.9538 1.2883 -1.5852
C -1.0885 0.4506 -0.2010 -0.9189
C -0.6920 0.3253 -1.4695 -0.4553
C 0.7498 0.0342 -1.1137 -1.0884
H 1.9465 1.4144 1.1993 0.3858
H 0.7318 2.3762 0.3238 0.3865
H 0.3709 1.7489 1.9423 0.3782
H 1.5769 -1.1082 1.4783 0.3710
H 0.0961 -1.8672 0.8428 0.3709
H 0.0149 -0.8019 2.2565 0.3765
H -2.0399 0.6687 0.2816 0.3869
H -2.6145 -2.4032 -1.4527 0.2089
H -1.1978 0.4228 -2.4268 0.4472
H -2.1351 -1.8358 -1.5018 -0.2113
H 1.4989 0.7422 -1.4879 0.3080
H 1.0949 -0.9845 -1.3299 0.2879
```

*B*
The following is a quantum chemistry calculation of C6H12 in the gas phase, from the OMol25 dataset.

Gap between HOMO and LUMO = 10.419 eV
Structure (SMILES) = C=C(CC)CC
Net charge = 0
HOMO energy = -9.29 eV

Geometry as XYZ:
```
18
Properties=species:S:1:pos:R:3:mulliken_charge:R:1
C -2.1385 -0.0752 -1.4126 -1.4176
C -0.6551 0.2042 -1.2735 -0.3226
C -0.0434 0.1134 0.1024 0.6938
C -0.7865 0.0818 1.1971 -1.1212
C 1.4475 0.0523 0.0843 -0.1822
C 2.1368 -0.2660 1.4133 -1.4026
H -2.4194 -1.0876 -1.1228 0.3374
H -2.4599 0.0693 -2.4358 0.3869
H -2.7185 0.6091 -0.7932 0.3225
H -0.1095 -0.3790 -1.9979 0.3435
H -0.4116 1.2073 -1.6668 0.2820
H -1.8674 0.1357 1.2041 0.2594
H -0.3379 -0.0795 2.1699 0.2472
H 1.9182 0.9926 -0.2380 0.2700
H 1.7538 -0.6506 -0.6938 0.2953
H 1.8280 -1.2371 1.8087 0.3480
H 1.6639 0.3820 2.1582 0.3032
H 3.1994 -0.0725 1.4964 0.3569
```

Least stable: *A*

*A*
The following is a quantum chemistry calculation of C6H12 in the gas phase, from the OMol25 dataset.

Gap between HOMO and LUMO = 9.949 eV
Structure (SMILES) = C/C=C(\C)CC
Net charge = 0
HOMO energy = -8.81 eV

Geometry as XYZ:
```
18
Properties=species:S:1:pos:R:3:mulliken_charge:R:1
C 1.2500 -1.8906 0.6488 -1.0854
C 1.4131 -0.5101 0.0047 -0.8097
C 0.1281 0.2364 -0.2858 0.7097
C -0.2839 1.1326 0.6212 -0.2871
C -1.4600 2.0477 0.4214 -1.2620
C -0.7436 -0.3970 -1.3350 -1.2775
H 1.8887 -2.6854 0.2846 0.2966
H 1.3099 -1.7866 1.7403 0.3284
H 0.1907 -2.1973 0.6463 0.3259
H 1.9310 -0.6053 -0.9569 0.3400
H 2.1361 0.0441 0.6019 0.4215
H 0.4486 1.3044 1.3973 0.3145
H -1.4632 2.8931 1.1128 0.3420
H -2.4226 1.5353 0.4705 0.2987
H -1.3989 2.4903 -0.5751 0.3234
H -0.4903 -0.0413 -2.3360 0.3041
H -0.6595 -1.4749 -1.3070 0.3763
H -1.7741 -0.0952 -1.1541 0.3407
```

*B*
The following is a quantum chemistry calculation of C6H12 in the gas phase, from the OMol25 dataset.

Gap between HOMO and LUMO = 11.047 eV
Structure (SMILES) = CC[C@H]1C[C@H]1C
Net charge = 0
HOMO energy = -9.81 eV

Geometry as XYZ:
```
18
Properties=species:S:1:pos:R:3:mulliken_charge:R:1
C 1.7814 1.0012 -0.5604 -1.0444
C 1.4030 -0.2541 0.2289 -0.5586
C 0.1874 -0.8789 -0.4167 -0.0682
C -0.9112 -1.5776 0.3216 -0.7717
C -1.1830 -0.2450 -0.3287 0.2578
C -1.5834 0.9253 0.5474 -1.4735
H 1.8533 0.7572 -1.6287 0.3035
H 0.9953 1.7572 -0.4409 0.2147
H 2.7155 1.4647 -0.2376 0.3581
H 1.2050 -0.0025 1.2781 0.2443
H 2.2295 -0.9794 0.2429 0.3129
H 0.4102 -1.3091 -1.3934 0.3477
H -0.8449 -1.5749 1.4086 0.2466
H -1.3498 -2.4751 -0.1076 0.2709
H -1.7418 -0.2783 -1.2619 0.3515
H -2.6573 0.8360 0.7356 0.3985
H -1.4206 1.9069 0.0870 0.3381
H -1.0886 0.9264 1.5255 0.2718
```

*C*
The following is a quantum chemistry calculation of a molecular structure, C6H12, from the OMol25 dataset.

Gap between HOMO and LUMO = 9.426 eV
Net charge = 0
HOMO energy = -8.15 eV

Geometry as XYZ:
```
18
Properties=species:S:1:pos:R:3:mulliken_charge:R:1
C -1.2956 1.4869 0.8573 -0.5197
C 1.2949 -1.4884 -0.8540 -0.5179
C -0.6851 2.7068 1.4992 -0.9790
C 0.6860 -2.7051 -1.5034 -0.9802
C 0.0422 0.1211 0.6189 -0.3282
C -0.0429 -0.1225 -0.6158 -0.3295
H 0.6496 -0.0312 1.4911 0.3411
H -0.6504 0.0301 -1.4879 0.3408
H -1.9818 0.9503 1.5136 0.3142
H -1.8410 1.7273 -0.0561 0.2968
H 1.8364 -1.7332 0.0605 0.2970
H 1.9842 -0.9497 -1.5053 0.3137
H 0.0235 3.2015 0.8271 0.2739
H 0.1575 -2.4470 -2.4268 0.2809
H -1.4479 3.4505 1.7693 0.3205
H -0.1528 2.4529 2.4216 0.2809
H 1.4491 -3.4484 -1.7733 0.3207
H -0.0256 -3.2020 -0.8360 0.2740
```

Least stable: *C*